Here is C6H11N in the gas phase at a distorted geometry from OMol25. Energies are from ωB97M-V with the def2-TZVPD basis set.

```
18
Properties=species:S:1:pos:R:3:forces:R:3:nbo_charge:R:1
C 2.420567 -2.164219 0.165617 0.734 0.877 -0.795 -0.4060
C 1.216252 -1.730952 -0.119096 -2.404 -0.013 1.303 -0.1991
C 0.856427 -0.392325 -0.618831 -0.173 1.579 -0.529 -0.3373
C -0.386194 0.186715 -0.341045 1.454 -1.594 -0.396 0.2240
C -1.372221 -0.515870 0.613181 -0.366 1.593 -1.821 -0.6780
N -0.863270 1.358331 -0.989877 0.957 -0.481 0.449 -0.6230
C -1.213901 2.449429 0.011849 0.261 -0.701 0.068 -0.4253
H 2.784525 -2.996286 0.633864 -0.648 -2.855 1.333 0.1948
H 3.339490 -1.710943 -0.057471 0.811 1.878 -0.894 0.1798
H 0.330918 -2.348803 0.254811 1.286 0.749 -0.684 0.1987
H 1.730606 0.174555 -1.177906 -2.143 -0.974 0.979 0.2051
H -0.961001 -0.667913 1.584780 0.125 -0.347 0.613 0.2273
H -2.270967 0.103113 0.632732 0.133 0.175 0.511 0.2188
H -1.783937 -1.387156 0.137016 0.345 -0.914 0.030 0.2325
H -0.096195 1.526316 -1.698993 -1.418 0.883 1.166 0.3822
H -1.929826 2.100336 0.840461 0.479 0.466 -1.944 0.2103
H -1.473052 3.417028 -0.464761 -0.246 -0.913 0.209 0.2142
H -0.328218 2.598646 0.593671 0.814 0.594 0.400 0.1811
```
Positions in Å, forces in eV/Å.

The calculation puts the lowest unoccupied orbital energy at 0.0366 Ha. For the HOMO energy, the calculation gives -7.69 eV. As for the SMILES: C=C/C=C(\C)NC. Its spin multiplicity is 1.

***

Here is C3H9N2OP in the gas phase from OMol25. Energies are from ωB97M-V with the def2-TZVPD basis set.

```
16
Properties=species:S:1:pos:R:3:forces:R:3:nbo_charge:R:1
C 0.346818 0.220067 -1.413199 -0.553 0.525 -0.083 -0.2271
C 0.360323 -0.816595 -0.394780 0.168 -0.805 0.313 -0.1646
C 1.553189 -0.737533 0.558120 -0.163 0.062 -0.111 -0.6216
N -1.889348 1.481335 -0.401507 0.242 0.269 -0.471 -1.0739
N -0.941133 -0.901646 0.325576 -0.535 0.448 0.289 -0.9547
O -0.514326 1.369241 1.631276 0.125 0.008 0.280 -1.0074
P -1.688879 0.534106 0.865017 0.282 -0.811 0.257 1.5390
H 1.036640 1.040447 -1.375096 0.203 0.217 -0.026 0.1855
H -0.272401 0.112357 -2.283595 -0.092 -0.018 -0.196 0.1890
H 0.389089 -1.787071 -0.922416 0.121 0.176 0.018 0.2211
H 2.475739 -0.676316 -0.010480 0.197 -0.067 -0.062 0.2093
H 1.591821 -1.623434 1.189861 0.025 -0.033 0.051 0.2073
H 1.471035 0.139196 1.193501 0.009 0.028 0.043 0.2341
H -2.575621 1.144388 -1.058659 -0.107 -0.180 -0.352 0.3676
H -0.968375 -1.669500 0.984390 -0.019 -0.021 0.007 0.3936
H -0.374573 2.170957 1.111992 0.096 0.204 0.043 0.5029
```
Positions in Å, forces in eV/Å.

The calculation puts the lowest unoccupied orbital energy (alpha / beta) at 0.0020 / -0.0395 Ha. For the HOMO energy (alpha / beta), the calculation gives -8.53 / -8.45 eV. Its spin multiplicity is 1.

***

Here is a molecular structure, C24H36CrP2Si at a distorted geometry from OMol25. Energies are from ωB97M-V with the def2-TZVPD basis set.

```
64
Properties=species:S:1:pos:R:3:forces:R:3:nbo_charge:R:1
C 0.783873 -2.147120 2.106256 0.700 -0.980 0.613 -0.4093
C 0.347598 -2.559598 0.812341 0.391 0.107 0.182 -0.2903
C 1.486095 -2.631019 -0.047809 0.927 -0.594 0.656 -0.3508
H -0.658459 -2.883267 0.545961 0.380 0.390 -0.041 0.2547
C 2.652094 -2.288492 0.720824 -0.948 -1.064 -0.051 -0.3753
C 2.219843 -2.006345 2.068590 -0.911 -0.763 -0.143 -0.3604
H 2.869294 -1.796492 2.920764 -0.336 0.049 -0.341 0.2265
H 0.144683 -2.022685 2.987970 0.373 -0.035 -0.473 0.2451
H 1.476875 -2.972321 -1.081512 -0.017 0.273 0.375 0.2523
H 3.681810 -2.324916 0.361347 -0.467 0.123 0.133 0.2310
Cr 1.325351 -0.535991 0.716762 -0.273 1.029 -0.757 0.7556
C -3.172820 1.814975 -4.052449 -0.140 0.132 -0.151 -0.8484
H -2.104445 1.872484 -4.274727 -0.156 -0.065 0.119 0.2158
H -3.591746 0.899742 -4.481285 0.111 0.139 0.117 0.2149
H -3.336263 1.825508 -2.972267 0.099 -0.062 -0.178 0.2124
Si -0.992196 0.007009 -0.772753 1.330 -0.581 0.336 0.8783
C -2.564677 0.049654 0.253780 -0.118 0.321 -0.009 -0.4993
C -2.914196 -0.968860 1.155417 -0.375 0.282 0.109 -0.2129
H -2.266416 -1.836499 1.283707 -0.146 0.266 0.015 0.2015
C -4.100318 -0.893091 1.892723 0.215 0.089 -0.210 -0.2067
H -4.350093 -1.686308 2.597466 0.014 0.191 -0.160 0.2094
C -4.956750 0.197809 1.723716 0.089 0.109 -0.118 -0.2209
H -5.876156 0.265047 2.304894 0.196 -0.035 -0.144 0.2112
C -4.635976 1.204609 0.808913 0.208 -0.167 0.022 -0.2327
H -5.306356 2.052089 0.663998 0.127 -0.215 0.065 0.2110
C -3.443047 1.128785 0.078808 -0.301 -0.111 0.375 -0.1381
H -3.190981 1.918553 -0.633155 -0.060 -0.216 0.249 0.2082
C -1.276158 -1.453410 -1.955767 -0.162 -0.366 -0.352 -0.3921
C -2.507953 -2.119317 -2.072524 0.187 -0.484 -0.194 -0.2248
H -3.374160 -1.769956 -1.509027 0.229 -0.086 -0.073 0.2154
C -2.651751 -3.251185 -2.892407 0.211 0.264 0.027 -0.2179
H -3.612258 -3.765937 -2.946464 0.229 0.151 -0.008 0.2092
C -1.566014 -3.720443 -3.634674 0.007 0.119 0.157 -0.2266
H -1.669562 -4.603152 -4.267840 0.023 0.225 0.194 0.2098
C -0.343317 -3.045461 -3.566887 -0.116 0.290 0.102 -0.2139
H 0.513043 -3.402708 -4.141683 -0.244 0.108 0.080 0.2058
C -0.213897 -1.911032 -2.756058 -0.301 -0.441 -0.151 -0.2454
H 0.743299 -1.384667 -2.738605 -0.171 -0.108 0.087 0.1988
H -0.949512 1.157934 -1.671447 -0.150 0.242 -0.376 -0.1830
H -3.675850 2.680597 -4.498064 0.086 -0.172 0.081 0.2060
C -0.192161 1.721712 2.326167 0.843 -0.371 0.052 -0.8813
P 0.550074 1.979355 0.564386 -1.404 1.321 -1.580 0.4981
C 0.997691 3.722572 0.925797 0.592 0.591 0.391 -0.9495
C 2.323635 1.877486 -0.745079 -0.802 -0.144 0.781 -0.5124
C 3.641489 1.765164 -0.014803 0.986 0.311 -0.159 -0.7678
P 3.491651 0.627830 1.410252 -1.178 0.461 -1.426 0.9571
C 5.101822 -0.202416 1.507350 0.481 -0.175 0.388 -0.9518
C 3.435392 1.682598 2.873293 0.293 -0.137 0.233 -0.9482
H -0.416387 2.697597 2.768185 0.248 -0.021 -0.211 0.2273
H 0.525213 1.209353 2.962402 -0.159 -0.107 0.459 0.1887
H -1.134361 1.169324 2.299554 0.262 -0.234 -0.337 0.2405
H 1.822182 3.730278 1.649485 0.023 0.568 -0.092 0.1807
H 1.306390 4.248454 0.015714 0.008 -0.114 0.211 0.2199
H 0.158062 4.274892 1.370018 0.156 -0.285 -0.147 0.2257
H 2.132323 1.037914 -1.440537 -0.027 0.223 0.499 0.2052
H 2.283014 2.822178 -1.310309 -0.401 -0.308 0.318 0.2225
H 4.417918 1.337398 -0.686027 -0.232 0.309 0.329 0.2345
H 4.010085 2.753166 0.338729 -0.205 -0.470 -0.299 0.2321
H 5.892751 0.526658 1.746458 -0.210 -0.259 -0.068 0.2391
H 5.055594 -0.947409 2.313783 0.157 0.146 -0.161 0.2395
H 5.375794 -0.727642 0.578944 -0.282 0.290 0.279 0.2480
H 4.383707 2.218366 2.972621 -0.118 0.021 0.189 0.2333
H 2.602205 2.392317 2.828299 0.200 -0.335 0.012 0.2575
H 3.293387 0.988329 3.708487 0.029 0.366 0.171 0.2372
```
Positions in Å, forces in eV/Å.

The calculation puts the lowest unoccupied orbital energy (alpha / beta) at 0.0091 / -0.0035 Ha. For the HOMO energy (alpha / beta), the calculation gives -6.23 / -6.07 eV. Its spin multiplicity is 5.

***

Here is C2HClN2 in the gas phase at a distorted geometry from OMol25. Energies are from ωB97M-V with the def2-TZVPD basis set.

```
6
Properties=species:S:1:pos:R:3:forces:R:3:nbo_charge:R:1
H 0.818436 -0.557627 2.404449 -1.624 1.238 -2.150 0.3080
N 0.217279 -0.035184 1.594005 1.833 -1.332 2.503 -0.2621
N 0.359370 -0.710987 0.560719 0.064 -0.811 0.884 -0.1837
C -0.225760 -0.149482 -0.495211 1.366 -0.010 2.900 0.1538
C -0.314427 0.763319 -1.280081 -0.902 -0.479 -0.745 -0.1368
Cl -0.854898 0.689961 -2.783882 -0.736 1.393 -3.392 0.1207
```
Positions in Å, forces in eV/Å.

The calculation puts the lowest unoccupied orbital energy at -0.0340 Ha. For the HOMO energy, the calculation gives -9.69 eV. As for the SMILES: [H]/N=N/C#CCl. Its spin multiplicity is 1.

***

Q: spin multiplicity of number 4 (C2HClN2)?
A: 1

***

Q: spin multiplicity of number 4 (C2HClN2)?
A: 1

***

Q: What is the formula in the first record?
A: C6H11N